Entry 1:
The following is a DFT calculation (ωB97M-V/def2-TZVPD) of C4H6BrNO2S as an isolated structure in a non-equilibrium geometry.

XYZ file:
```
15
Properties=species:S:1:pos:R:3:mulliken_charge:R:1
C -0.54936 1.94704 1.16191 -0.529
C -0.46591 0.95196 0.31327 -0.103
C -0.31890 -1.45138 -0.85835 -1.042
C 2.24733 -1.63208 -0.62634 -0.196
N 2.32986 -0.47672 -0.01877 0.914
O 1.82655 -0.50814 1.14790 -0.544
O 2.71146 0.53846 -0.59386 -0.524
S -0.38589 -0.82185 0.67815 0.025
Br 3.04179 -1.81440 -2.39679 -0.050
H -0.34434 2.92226 0.89014 0.297
H -0.79188 1.75486 2.23500 0.186
H -0.02125 1.02208 -0.63745 0.264
H -0.30992 -2.52143 -0.88399 0.442
H -0.46836 -0.86898 -1.69220 0.450
H 2.22056 -2.66358 -0.17327 0.410
```

multiplicity = 3
M = 212.07 u
⟨S²⟩ = 2.022
energy = -90698.8194 eV
E_LUMO (spin up / spin down) = 0.15 / -3.09 eV
highest occupied orbital energy (spin up / spin down) = -6.1 / -9.0 eV
orbital gap (spin up / spin down) = 6.26 / 5.86 eV
net charge = 0



Entry 2:
The following is a DFT calculation (ωB97M-V/def2-TZVPD) of C4H6BrNS as an isolated structure in a non-equilibrium geometry.

XYZ file:
```
13
Properties=species:S:1:pos:R:3:mulliken_charge:R:1
C -0.25170 0.00188 -2.01991 0.136
C 0.06201 -1.30764 -0.06372 -0.440
C 0.73767 0.00454 0.53028 0.109
C -0.27309 0.92840 1.21801 -1.287
N -0.56958 -0.97923 -1.34839 -0.366
S 1.47217 0.97601 -0.79647 -0.012
Br -1.06341 0.78362 -3.42660 -0.124
H 0.76400 -2.16080 -0.10855 0.282
H -0.70956 -1.59356 0.64957 0.296
H 1.43368 -0.29238 1.34636 0.334
H 0.30606 1.78359 1.29484 0.470
H -0.64229 0.72470 2.21379 0.368
H -1.26597 1.13087 0.51081 0.233
```

multiplicity = 3
M = 180.07 u
⟨S²⟩ = 2.008
energy = -86608.3331 eV
E_LUMO (spin up / spin down) = 0.75 / -2.55 eV
highest occupied orbital energy (spin up / spin down) = -6.1 / -9.3 eV
orbital gap (spin up / spin down) = 6.83 / 6.79 eV
net charge = 0



Entry 3:
The following is a DFT calculation (ωB97M-V/def2-TZVPD) of an isolated ion of composition C4H6BrO5 and charge -1 in a non-equilibrium geometry.

XYZ file:
```
16
Properties=species:S:1:pos:R:3:mulliken_charge:R:1
O -0.52870 0.81772 2.61039 -0.745
C -0.62348 1.09867 1.41024 0.693
O -1.54861 1.47933 0.71863 -0.697
C 0.76460 0.57863 0.66348 0.000
O 1.37063 -0.24379 1.50389 -0.682
Br 1.84346 2.28456 0.59064 -0.274
C 0.52486 -0.00405 -0.82898 0.438
O -0.02866 0.97499 -1.62494 -0.596
C -0.30238 -1.30929 -0.70587 -0.768
O -0.86121 -1.89322 -1.89680 -0.537
H 0.71408 -0.14051 2.40547 0.430
H 1.47279 -0.25793 -1.26991 0.419
H -0.47940 1.61567 -1.09099 0.382
H 0.37244 -2.17690 -0.51619 0.211
H -0.93977 -1.25698 0.09066 0.433
H -1.75066 -1.56691 -2.05973 0.294
```

M = 213.99 u
energy = -84526.7707 eV
E_LUMO = 3.42 eV
highest occupied orbital energy = -5.1 eV
orbital gap = 8.50 eV
net charge = -1



Entry 4:
The following is a DFT calculation (ωB97M-V/def2-TZVPD) of C4H6Ca2ClO7 as an isolated structure in a non-equilibrium geometry.

XYZ file:
```
20
Properties=species:S:1:pos:R:3:mulliken_charge:R:1
Ca 21.09709 -9.34650 -4.07891 1.893
Ca 16.53048 -9.73168 0.92464 1.806
Cl 18.21063 -10.23769 -1.96034 1.778
O 18.08433 -10.66840 -0.55414 -0.628
O 19.63519 -9.91193 -2.18317 -0.687
O 17.85024 -11.27417 -2.82321 -0.490
O 17.42744 -9.03493 -2.07956 -0.650
C 22.99931 -13.83216 -0.67570 -1.346
C 21.74384 -14.04881 0.15480 0.431
C 20.69173 -12.92300 0.04088 -0.240
O 19.46130 -13.59417 -0.15519 -0.301
C 19.71984 -14.91087 -0.51667 0.545
O 18.88740 -15.64830 -0.89690 -0.457
O 21.03178 -15.16408 -0.41154 -0.324
H 22.73720 -13.57287 -1.69876 0.303
H 23.64101 -14.70408 -0.59603 0.374
H 23.55254 -12.99947 -0.22355 0.371
H 22.00727 -14.19693 1.20068 0.284
H 20.83320 -12.21485 -0.78681 0.010
H 20.63871 -12.34184 0.96486 0.330
```

M = 281.69 u
energy = -67941.8515 eV
E_LUMO = -12.41 eV
highest occupied orbital energy = -17.5 eV
orbital gap = 5.07 eV
net charge = +3



Entry 5:
The following is a DFT calculation (ωB97M-V/def2-TZVPD) of C4H6CdO3 as an isolated structure in a non-equilibrium geometry.

XYZ file:
```
14
Properties=species:S:1:pos:R:3:mulliken_charge:R:1
O -0.41757 -1.48032 -0.75274 -0.182
C 0.90439 -1.19521 -0.93890 -0.289
O 1.65713 -2.16876 -0.97889 -0.500
C -1.30903 -0.30119 -0.79556 -0.110
H -2.05942 -0.55279 -1.56678 0.465
C -2.02944 -0.20834 0.53918 -1.006
H -2.46054 -1.17199 0.87474 0.254
H -1.37104 0.14389 1.35111 0.242
H -2.85580 0.51717 0.46317 0.302
Cd 0.33665 1.03620 -1.36228 -0.096
O 1.26463 1.01088 0.57276 -0.284
C 2.39683 1.47845 0.77628 -0.275
H 3.17940 1.36977 0.00065 0.255
H 2.76380 1.52226 1.81726 0.222
```

multiplicity = 2
M = 214.50 u
⟨S²⟩ = 0.768
energy = -14948.2100 eV
E_LUMO (spin up / spin down) = 2.96 / 3.51 eV
highest occupied orbital energy (spin up / spin down) = -1.6 / -2.9 eV
orbital gap (spin up / spin down) = 4.58 / 6.44 eV
net charge = -1



Entry 6:
The following is a DFT calculation (ωB97M-V/def2-TZVPD) of C4H6CdO3 as an isolated structure in a non-equilibrium geometry.

XYZ file:
```
14
Properties=species:S:1:pos:R:3:mulliken_charge:R:1
H 1.02065 2.25452 0.03649 -0.006
O -0.44553 0.16210 -1.26460 -0.186
Cd 2.51123 1.19736 0.27369 0.867
O 1.40598 -0.39139 -0.16865 -0.519
C 0.30246 -0.63816 -0.61388 0.822
O -0.45832 -1.68962 -0.06023 -0.101
C 0.10061 -2.66144 0.52058 0.103
C -1.72234 0.63631 -0.94494 0.011
C -1.80956 1.96657 -0.75261 -0.655
H -0.49997 -3.57331 0.58864 0.319
H 1.16643 -2.60352 0.77334 0.308
H -2.71689 2.31368 -0.25420 0.307
H -2.35887 -0.12503 -0.49830 0.389
H -1.57235 2.61964 -1.59399 0.341
```

M = 214.50 u
energy = -14926.9464 eV
E_LUMO = -11.39 eV
highest occupied orbital energy = -17.4 eV
orbital gap = 6.04 eV
net charge = +2



Entry 7:
The following is a DFT calculation (ωB97M-V/def2-TZVPD) of one molecule with the formula C4H6Cl2 in a non-equilibrium geometry.

XYZ file:
```
12
Properties=species:S:1:pos:R:3:mulliken_charge:R:1
C 0.83254 2.26714 1.37382 -0.896
C 1.39469 1.17191 0.21141 -0.196
C 0.76022 0.02825 -0.00943 0.288
Cl 1.11811 -0.79201 -1.60068 -0.221
C -0.51046 -0.47044 0.92389 -0.355
Cl -2.20094 -0.74761 0.28236 -0.168
H 0.48757 3.21570 0.90231 0.265
H -0.11805 1.83749 1.69184 0.219
H 1.44797 2.77877 2.14640 0.288
H 2.29765 1.57262 -0.46637 0.260
H -0.29922 -1.50595 1.44435 0.284
H -0.26978 0.29366 1.69493 0.232
```

M = 125.00 u
energy = -29287.5743 eV
E_LUMO = 0.84 eV
highest occupied orbital energy = -9.8 eV
orbital gap = 10.66 eV
net charge = 0



Entry 8:
The following is a DFT calculation (ωB97M-V/def2-TZVPD) of one molecule with the formula C4H6Cl2FN in a non-equilibrium geometry.

XYZ file:
```
14
Properties=species:S:1:pos:R:3:mulliken_charge:R:1
N 2.18238 1.06720 -0.51960 -0.691
C 1.31581 0.23113 0.54267 -0.008
C 2.11425 -0.97727 0.76850 -0.174
F 2.29645 -1.47132 -0.79112 -0.417
C -0.17078 0.28532 0.31382 0.447
Cl -0.76437 1.88760 -0.00251 -0.164
C -0.91284 -0.92222 0.33362 -0.549
Cl -2.70292 -0.97176 -0.18489 -0.196
H 1.22736 1.74627 -0.89736 0.282
H 2.26892 0.21063 -1.33741 0.383
H 1.42545 0.96592 1.40501 0.196
H 1.33600 -1.69520 1.30450 0.253
H 3.09680 -0.88409 1.41930 0.280
H -0.43419 -1.84300 0.29734 0.358
```

M = 158.00 u
energy = -33493.4832 eV
E_LUMO = 0.33 eV
highest occupied orbital energy = -9.7 eV
orbital gap = 10.03 eV
net charge = 0



Entry 9:
The following is a DFT calculation (ωB97M-V/def2-TZVPD) of an isolated ion of composition C4H6Cl2NO and charge -1 in a non-equilibrium geometry.

XYZ file:
```
14
Properties=species:S:1:pos:R:3:mulliken_charge:R:1
C -0.04794 -0.35968 0.00835 0.479
C 1.22210 1.17706 -1.00829 -0.012
C -1.30151 0.42067 -0.04208 -1.556
C 0.06563 -1.67562 0.67071 -1.182
N 1.06199 0.33518 0.00652 0.547
O 1.98842 0.06933 0.80606 -0.759
Cl 1.89511 2.69862 -0.47976 -0.248
Cl 0.00213 1.51796 -2.23147 -0.215
H -1.78644 0.38597 -1.03769 0.253
H -1.18046 1.45440 0.16167 0.436
H -2.04049 0.10813 0.71357 0.378
H 0.08094 -1.60806 1.70901 0.281
H 0.97691 -2.32954 0.21931 0.236
H -0.93639 -2.19442 0.50407 0.362
```

M = 155.00 u
energy = -32824.5678 eV
E_LUMO = 3.61 eV
highest occupied orbital energy = -2.4 eV
orbital gap = 6.04 eV
net charge = -1



Entry 10:
The following is a DFT calculation (ωB97M-V/def2-TZVPD) of one molecule with the formula C4H6Cl2O in a non-equilibrium geometry.

XYZ file:
```
13
Properties=species:S:1:pos:R:3:mulliken_charge:R:1
C 1.12627 -0.06826 0.38940 -0.148
C -0.79962 -1.79224 0.84742 0.134
C 1.04516 1.20460 -0.36531 -0.915
C -1.96828 -2.04892 0.08526 -0.395
O -0.09686 -0.70827 0.40624 -0.201
Cl 0.18607 -3.02030 1.62287 -0.180
Cl -1.71722 -3.11886 -1.42047 -0.205
H 1.77089 -0.32437 1.18452 0.382
H 1.52779 1.98421 0.25366 0.279
H 0.04451 1.48716 -0.40159 0.336
H 1.43197 1.23403 -1.38044 0.268
H -2.37813 -1.11123 -0.17423 0.295
H -2.72300 -2.32436 0.80006 0.350
```

M = 141.00 u
energy = -31333.7983 eV
E_LUMO (spin up / spin down) = -0.24 / 0.41 eV
highest occupied orbital energy (spin up / spin down) = -7.9 / -7.9 eV
orbital gap (spin up / spin down) = 7.65 / 8.36 eV
net charge = 0